[1]
The following is a quantum chemistry calculation of a 2-piece molecular cluster, C6H16FO5PS overall at a distorted geometry, from the OMol25 dataset.

Calculated values
- structure (SMILES) = CCSCO[P@](=O)(OC)O[C@@H](C)F.O
- HOMO level (eV) = -8.9390

Each atom is followed by the atoms it is bonded to, with distances in Å.
Positions of all 30 atoms, in Å:
1 C -2.85350 -0.37353 -0.14849  C2 1.586, H14 1.121, H15 1.119, H16 1.119
2 C -2.23668 -1.80175 0.16244  C1 1.586, S3 1.869, H17 1.125, H18 1.117
3 S -0.89354 -2.20884 -1.07185  C2 1.869, C4 1.870
4 C 0.67634 -1.40048 -0.45724  S3 1.870, O5 1.443, H19 1.124, H20 1.119
5 O 0.37538 -0.74619 0.79324  C4 1.443, P6 1.671
6 P 0.84116 0.85860 0.78607  O5 1.671, O7 1.510, O8 1.688, O10 1.669
7 O 2.31192 0.94172 0.45484  P6 1.510
8 O 0.64951 1.38491 2.37873  P6 1.688, C9 1.453
9 C 1.74141 0.86511 3.18450  O8 1.453, H21 1.116, H22 1.122, H23 1.123
10 O -0.15941 1.84338 -0.11681  P6 1.669, C11 1.421
11 C 0.51836 2.49565 -1.18250  O10 1.421, C12 1.582, F13 1.406, H24 1.125
12 C 1.48598 3.66206 -0.72719  C11 1.582, H25 1.116, H26 1.125, H27 1.123
13 F 1.13945 1.60004 -2.07115  C11 1.406
14 H -2.38979 0.10895 -1.04834  C1 1.121
15 H -3.95593 -0.45230 -0.32034  C1 1.119
16 H -2.63173 0.28888 0.72633  C1 1.119
17 H -3.03701 -2.57592 0.00068  C2 1.125
18 H -1.86804 -1.89727 1.21293  C2 1.117
19 H 1.43781 -2.20835 -0.28253  C4 1.124
20 H 1.05884 -0.71582 -1.25527  C4 1.119
21 H 2.58209 1.59658 3.12462  C9 1.116
22 H 2.05454 -0.15497 2.83707  C9 1.122
23 H 1.34563 0.72691 4.22682  C9 1.123
24 H -0.28712 2.98432 -1.79742  C11 1.125
25 H 1.52098 3.72751 0.38679  C12 1.116
26 H 2.49043 3.43815 -1.18277  C12 1.125
27 H 1.12059 4.65050 -1.11668  C12 1.123
28 O -0.71992 -5.80910 -2.53351  H29 0.962, H30 0.964
29 H -1.65782 -5.94286 -2.70118  O28 0.962
30 H -0.65992 -4.88589 -2.26179  O28 0.964

[2]
The following is a quantum chemistry calculation of a 12-piece molecular cluster, C5H32N2O12 overall at a distorted geometry, from the OMol25 dataset.

Calculated values
- relative energy (zero: lowest compared OMol25 entry of this formula, charge and spin) (kJ/mol) = 276.0
- structure (SMILES) = NC(=O)[C@@H]1CCCN1.O.O.O.O.O.O.O.O.O.O.O
- HOMO level (eV) = -8.7361

Each atom is followed by the atoms it is bonded to, with distances in Å.
Positions of all 51 atoms, in Å:
1 N 3.13681 1.20732 2.08902  C2 1.350, H9 1.012, H10 1.002
2 C 2.64573 0.05317 1.58981  N1 1.350, O3 1.231, C4 1.533
3 O 2.44485 -0.92676 2.30727  C2 1.231
4 C 2.14525 0.13753 0.14289  C2 1.533, C5 1.556, N8 1.441, H11 1.070
5 C 3.16268 -0.59170 -0.78151  C4 1.556, C6 1.544, H12 1.088, H13 1.092
6 C 3.30761 0.41065 -1.94645  C5 1.544, C7 1.532, H14 1.092, H15 1.086
7 C 2.91972 1.78894 -1.40241  C6 1.532, N8 1.477, H16 1.094, H17 1.092
8 N 2.00583 1.50915 -0.27676  C4 1.441, C7 1.477, H18 1.007
9 H 3.10730 1.96534 1.41873  N1 1.012
10 H 3.58478 1.15664 2.98392  N1 1.002
11 H 1.25037 -0.44886 0.17708  C4 1.070
12 H 2.73888 -1.53419 -1.12301  C5 1.088
13 H 4.05665 -0.89286 -0.23079  C5 1.092
14 H 4.36104 0.38128 -2.23384  C6 1.092
15 H 2.62437 0.09957 -2.73118  C6 1.086
16 H 3.74194 2.38004 -0.98844  C7 1.094
17 H 2.48297 2.35292 -2.22863  C7 1.092
18 H 1.05299 1.81898 -0.38096  N8 1.007
19 O -1.31001 2.62224 -0.70718  H20 0.972, H21 0.953
20 H -1.77013 1.85414 -0.32964  O19 0.972
21 H -0.64418 2.47652 -1.37284  O19 0.953
22 O 1.22644 -2.65245 0.72062  H23 0.957, H24 0.969
23 H 1.82124 -3.39923 0.66115  O22 0.957
24 H 1.28412 -2.40491 1.65544  O22 0.969
25 O -3.78971 -0.29173 -1.78227  H26 0.972, H27 0.959
26 H -4.06751 -0.80212 -1.00298  O25 0.972
27 H -3.86247 -0.86500 -2.54808  O25 0.959
28 O -0.99384 0.20700 -0.10187  H29 0.966, H30 0.970
29 H -1.52422 -0.44818 0.37008  O28 0.966
30 H -0.93063 -0.17465 -0.99175  O28 0.970
31 O 0.33946 0.19458 3.39596  H32 0.960, H33 0.957
32 H 0.55118 1.09766 3.14854  O31 0.960
33 H 1.10724 -0.16060 3.84355  O31 0.957
34 O -3.79937 1.85578 2.26886  H35 0.955, H36 0.954
35 H -3.79230 2.76806 1.98765  O34 0.955
36 H -3.85804 1.17342 1.60527  O34 0.954
37 O -0.06524 -0.73329 -2.56481  H38 0.964, H39 0.963
38 H -0.77525 -1.34010 -2.80455  O37 0.964
39 H 0.11134 -0.20729 -3.35141  O37 0.963
40 O -3.51001 -1.60090 0.55803  H41 0.964, H42 0.954
41 H -3.37118 -1.22080 1.43280  O40 0.964
42 H -3.27848 -2.51691 0.68669  O40 0.954
43 O -2.14824 -1.50090 2.95821  H44 0.957, H45 0.961
44 H -2.31556 -0.93266 3.71030  O43 0.957
45 H -1.22392 -1.40912 2.71351  O43 0.961
46 O -2.36531 2.91003 -3.09170  H47 0.975, H48 0.966
47 H -2.32430 3.37851 -2.23773  O46 0.975
48 H -2.93931 2.17314 -2.84514  O46 0.966
49 O -1.03770 -3.50870 -1.04176  H50 0.960, H51 0.950
50 H -0.73471 -2.98596 -0.29579  O49 0.960
51 H -0.77916 -4.42275 -1.03191  O49 0.950

no.,E (hartree)
1,-1453.860531
2,-1222.105802